The following is a quantum chemistry calculation of a 11-piece molecular cluster, C56H88N8O11 overall, from the Open Molecules 2025 dataset.

```
163
Properties=species:S:1:pos:R:3:forces:R:3
C -1.942335 -4.388512 -2.126028 0.7 -1.0 0.1
C 2.005826 -3.274460 3.710340 1.7 0.3 0.2
H 7.304111 -1.221839 1.844700 -0.6 0.3 0.2
C -1.197932 -4.050428 6.568411 0.7 1.2 0.4
H -2.019182 -2.718013 4.471733 -0.2 0.4 -0.1
C -1.830812 -0.680589 0.055331 1.8 0.1 -0.3
H 3.939892 -2.038239 1.223724 -0.2 0.2 -0.1
H 3.828705 -6.065645 -4.338886 -0.3 0.1 0.0
H -0.171111 -3.962139 9.987958 -0.5 0.2 -0.1
H -2.709338 7.331640 0.746782 0.0 0.0 0.1
C 4.143848 -3.946573 -4.367752 -0.5 -0.2 1.6
H -2.965016 -2.401206 0.550135 -0.2 0.0 0.2
C 1.722696 -1.161251 -1.197629 -0.9 -0.6 0.2
H 7.435529 1.619560 -0.530000 0.0 0.4 0.1
H -4.371156 -1.379279 6.063094 -0.4 0.1 -0.1
H 3.941838 -3.912718 -3.307351 0.2 0.4 0.2
H 2.638523 -3.359154 5.771079 0.0 -0.1 0.1
C 4.482586 -2.175972 3.264886 1.0 0.1 -1.3
C -1.065641 -3.841618 -4.272549 0.0 0.2 -1.8
H -0.579896 -0.015175 -8.076571 0.6 -0.3 -0.2
H 4.807227 -2.089861 -7.094928 0.1 0.2 0.2
N -2.570187 -0.595181 -1.194589 0.1 -0.3 0.6
C -2.822643 4.883153 -2.235472 -0.2 -0.4 0.2
C -3.928777 -0.267757 4.236319 -0.1 0.1 1.3
H -8.334872 2.289104 0.633098 -0.1 -1.1 0.4
H 5.695610 3.352658 0.050476 0.1 0.4 0.2
C -2.208359 -4.335334 -4.888884 0.3 -0.1 -0.4
H 0.039942 -3.587650 -2.601196 0.0 -0.1 0.7
H 6.749321 0.166707 -1.243071 0.1 0.1 -0.5
O -2.217558 2.219901 -1.629378 0.5 0.4 -0.2
C 3.976604 -5.188573 -4.951487 0.8 0.5 -0.2
C -5.517081 1.450644 -0.126025 -0.3 1.3 0.6
O 0.292383 -1.164593 -1.056289 0.6 -0.8 0.0
O -6.982466 5.009627 -0.399795 -0.9 0.3 0.4
H -3.997316 -5.452929 -4.575167 -0.1 0.0 0.0
C 0.453430 0.232864 -4.268632 1.1 1.0 -1.9
H -1.835262 -1.968361 1.827857 0.2 0.0 0.0
H -2.202326 4.947495 1.107474 0.1 -0.1 0.0
H -7.652100 5.651023 -2.243482 -0.3 0.4 -0.1
C 5.230274 1.730808 -1.008069 1.9 0.3 0.8
H -6.160633 6.436328 -1.682240 0.2 0.0 -0.2
H 2.687277 4.333513 0.448113 0.1 -0.1 -0.4
H 0.649275 4.945869 1.674406 -0.3 -0.2 -0.5
C -1.953486 -2.046086 0.747076 -1.2 0.3 0.0
C -0.316027 -0.350061 -0.072651 0.4 0.5 -0.4
C 1.486699 3.141537 -1.441024 -1.6 -1.5 -0.2
C -2.724582 6.651614 -0.092111 0.6 -1.0 1.6
H -1.738401 -4.590987 -1.084961 -0.2 0.4 0.2
O -2.403698 -4.204338 5.809745 -0.2 -0.5 0.7
H -5.863337 3.753171 -1.631164 -0.3 -0.3 -0.3
C 1.447651 0.355522 -5.252489 -1.0 -0.2 -1.3
H -0.677911 0.781571 6.059522 -0.1 -0.2 0.7
H -4.863357 -0.462399 3.731262 0.1 -0.3 -0.2
O 3.264227 0.120047 -7.252802 -0.2 0.4 -0.2
C 7.530731 -0.453802 1.105191 -0.1 0.7 0.7
C 4.213978 -2.584293 4.538384 -0.7 0.4 0.2
C -0.913660 -3.955428 -2.950181 0.5 0.8 2.1
H 2.108111 -0.362150 -1.830862 -0.1 0.3 0.0
C -0.189110 -3.630104 8.949918 1.3 1.1 -1.4
H -2.335805 -4.281621 -5.959992 0.0 -0.1 -0.1
H -1.328069 -2.853403 0.366038 0.5 0.5 -0.2
C -6.053343 3.945107 -0.575152 1.5 1.4 0.0
H -0.068085 -2.553217 8.832568 -0.5 0.3 0.6
C 2.195370 4.804758 2.981546 2.0 -0.5 0.0
C -0.226709 -0.017388 -7.055959 -0.9 1.3 1.0
C -2.442381 5.309837 0.118798 -0.4 -1.0 -0.6
H 4.566948 -4.304230 -8.187040 -0.1 0.1 0.0
H -3.074337 6.720748 -3.350068 -0.6 -0.5 -0.4
C 6.554795 0.977469 -0.540987 -1.4 -0.9 -0.3
O 0.936304 3.369965 -0.149628 1.1 0.0 -0.6
H -2.068282 -5.944291 7.764534 -0.2 -0.4 0.2
N -2.190268 2.982286 -0.684993 -1.5 -0.1 1.0
H 2.463499 0.528025 -4.928922 0.2 0.0 -0.4
C 4.441789 -4.200262 -7.119365 0.4 1.0 1.7
H 0.674260 0.383324 -3.222209 0.1 -0.3 0.0
H -6.503365 2.884312 1.261560 0.8 0.3 0.1
H 0.709166 2.608239 -1.987954 -0.4 0.0 -0.2
H 1.674021 4.017442 -2.062145 0.7 0.3 0.5
C -0.847714 0.096372 -4.695314 -0.7 -1.4 -0.5
C 2.387307 -2.892068 2.406510 -1.5 -0.4 0.6
C -2.974111 7.104897 -1.343083 -1.3 1.4 0.8
N 0.392133 3.201501 2.737987 -0.2 0.5 -0.6
H -0.216389 -3.376886 -4.751295 -0.2 0.0 -0.8
H -3.030707 0.821437 2.626203 -0.5 0.1 -0.2
C 4.164077 -5.295354 -6.309259 -0.9 -0.5 -1.0
H -2.410944 0.367872 -1.453949 -0.2 -0.2 -0.8
C -3.049840 6.248068 -2.379317 0.8 -0.7 -1.7
H -2.158941 0.200623 0.606614 -0.4 -0.5 0.8
H -6.040891 0.512901 0.059354 -0.3 0.2 -0.2
H 2.264205 -1.172733 -0.251722 -0.2 0.3 0.3
C 4.463633 -2.814725 -5.081885 -0.4 -1.1 -1.7
H 0.111580 -0.419248 0.927588 0.4 -0.7 0.3
C 5.451409 2.391821 -2.383969 -0.6 -0.6 0.4
H -1.885365 -5.607586 9.365075 -0.1 -0.2 0.0
C -2.252620 -3.782666 4.461207 1.4 0.9 0.4
H -1.479051 -0.174384 -3.861939 -1.0 0.5 -0.3
H 4.390110 1.038971 -0.948156 0.2 -0.4 -0.6
C -1.616556 0.480312 5.618407 1.0 1.1 -1.9
H 1.948167 -2.113886 -1.676938 0.1 0.1 -0.2
H 6.067148 3.290780 -2.355097 0.3 -0.1 0.4
C -2.584426 -0.286585 6.228514 0.8 -0.1 0.5
C -6.427468 2.709432 0.188355 -1.0 -1.7 -0.4
H 0.876142 2.382345 3.076816 0.3 -0.1 0.0
O -2.057475 2.630026 0.489833 0.2 0.5 -1.3
C -1.764939 0.888127 4.276590 -1.5 -0.8 1.0
C 3.570234 -2.283417 2.208425 2.5 0.3 0.6
H -2.155240 -1.242256 -1.849740 0.1 0.0 -0.4
H 1.837930 -3.026901 1.486506 -0.8 -0.4 0.3
N -7.810589 2.393708 -0.223804 -0.7 0.2 0.3
H -0.055220 0.669726 -0.355694 -0.7 0.6 -0.1
H 5.495634 -1.898415 3.013731 0.1 0.4 0.0
N 4.601878 -1.511981 -4.441566 1.7 1.1 -0.4
C -1.231682 -0.039330 -6.058376 1.7 -0.4 1.4
H -2.262235 -3.691080 8.415433 -0.1 1.0 -0.3
O 4.375093 -1.394074 -3.247084 -0.4 -0.3 -0.4
C 1.283225 4.131427 2.024964 -1.1 -0.2 0.5
C -3.149886 -4.970587 -4.110832 -0.8 0.5 0.3
H 8.230688 0.238818 1.572569 0.3 0.0 0.0
O 5.089366 -0.610742 -5.132719 -0.8 -0.9 0.7
H -0.764725 -3.060611 6.424593 -0.2 0.5 -0.5
H -8.227971 3.293016 -0.416482 0.0 0.5 -0.9
H 4.943194 -2.466577 5.326283 0.0 -0.1 0.1
C 1.083576 0.266822 -6.664954 -0.5 -0.2 3.4
H 4.723923 2.330083 0.822696 0.0 0.1 0.4
H -1.100659 1.507939 3.692660 0.3 -0.1 0.5
H -1.351489 -4.227724 4.039338 0.0 -0.5 -0.3
N 2.142673 0.454235 -7.619084 0.9 -1.4 0.7
C -2.563567 4.383131 -0.955755 1.2 2.0 0.8
H -5.113200 4.310085 -0.161602 0.4 0.0 -0.1
H -7.637579 6.892410 -0.874288 -0.3 -0.3 -0.2
C 4.617423 -2.953981 -6.475512 -0.2 0.0 -0.5
O 6.370185 0.318110 0.731094 0.5 -0.5 -0.5
H -4.656658 1.402664 0.541415 0.3 0.3 -0.2
C -3.722898 -0.674945 5.563032 -0.3 -0.3 -0.6
H -5.200046 1.487083 -1.168261 0.1 -0.2 0.0
H -2.906475 4.266443 -3.118104 0.2 -0.3 0.2
H -3.764250 -5.460971 -2.099864 -0.4 0.2 0.0
H 2.574746 2.664057 0.993294 -0.2 -0.3 -0.1
H -3.311346 8.127333 -1.428640 0.4 0.3 -0.4
H -2.266684 -0.272895 -6.259918 0.0 0.1 -0.3
C -1.328331 -4.159281 8.104435 -1.0 0.4 -0.1
N 4.866794 2.787410 -0.066437 0.2 -0.1 0.0
H 5.880793 1.688204 -3.097175 -0.2 0.1 -0.1
C 2.940451 -3.059141 4.778486 -1.9 -0.9 -0.9
H 2.733032 4.052813 3.559124 0.0 -0.1 0.3
H 2.961649 5.200812 2.315171 0.3 0.8 0.5
O 1.858217 0.819473 -8.720144 -0.3 0.7 -1.3
C -3.071480 -4.906763 -2.715753 0.3 -0.9 -0.3
H 1.819515 5.550394 3.682152 -0.4 -0.1 -0.4
H 3.906062 -6.233589 -6.777797 0.4 -0.3 -0.1
H -0.295607 2.898674 2.063141 -0.3 -0.3 0.0
H 0.773545 -3.921587 8.529895 0.1 -0.7 -0.1
H 4.472042 2.752580 -2.698305 0.0 -0.2 -0.4
C 1.993927 3.562260 0.783571 -1.2 1.3 1.1
C -2.959011 0.517138 3.659954 0.8 0.4 -1.2
H 2.263055 2.378999 -1.378518 0.7 0.5 -0.1
C -7.137819 6.063430 -1.375416 1.1 -1.3 0.6
H 8.071244 -1.029850 0.354111 -0.4 0.4 -0.8
H 1.102999 -3.844244 3.873579 -0.2 0.3 0.2
H -0.407995 -4.725298 6.238788 -0.1 -0.5 -0.1
N -1.464894 -5.515096 8.451425 -0.1 -2.5 -0.1
H -2.362459 -0.639414 7.224832 -0.3 -0.1 0.2
H -3.097810 -3.916651 3.786071 -0.2 -0.5 0.7
```
Forces are in eV/Å.

Values from the calculation:
- energy (eV) = -93928.1878
- SMILES = O=[N+]([O-])c1ccccc1.O=[N+]([O-])c1ccccc1.O=[N+]([O-])c1ccccc1.COC[C@H](C)N.COC[C@H](C)N.COC[C@H](C)N.COC[C@H](C)N.COC[C@H](C)N.c1ccccc1.c1ccccc1.c1ccccc1
- LUMO (eV) = -0.95
- highest occupied orbital energy (hartree) = -0.3185


The following is a quantum chemistry calculation of a 4-piece molecular cluster, C19H42ClNO7 overall, from the Open Molecules 2025 dataset.

```
70
Properties=species:S:1:pos:R:3:forces:R:3
O -3.378502 -2.504463 4.035443 0.0 0.1 0.1
H -2.307134 -1.024782 1.505892 0.1 0.3 0.4
H -0.986372 6.145264 0.805543 0.0 0.0 0.0
H -4.047027 -4.452005 6.691927 0.0 0.0 0.0
O -0.916432 0.750851 0.295873 -0.4 2.3 0.3
C -0.252284 5.341300 -3.438042 -0.1 0.0 -0.1
H 1.812947 -0.218938 -0.311525 0.1 0.4 -0.2
H -0.829862 2.823920 -0.184739 0.0 0.1 0.0
H 2.812981 -1.356042 1.373487 0.3 0.3 0.1
H -4.653178 -1.063929 5.728701 0.0 0.0 0.0
C -0.808739 -0.425913 0.317673 0.9 -1.5 -1.2
H 5.373763 0.003523 -3.686016 0.0 0.0 0.0
H -0.359856 -3.423814 -1.148266 0.6 -0.3 0.3
H 0.346579 6.688401 -0.234667 0.0 0.0 0.0
H 3.564302 1.951615 -3.765948 0.0 0.0 0.0
H -3.654812 -4.500431 4.286661 0.0 0.0 0.0
H 0.024783 -0.938009 -1.691633 -0.4 0.9 -0.1
C 3.636888 -0.588713 -5.446703 0.0 0.1 -0.2
H -0.549758 6.359117 -3.688784 0.0 0.0 0.0
H 1.166161 -1.472637 1.878539 -0.3 0.1 0.1
H 3.256275 -0.797554 -6.451099 0.0 0.0 0.0
H 1.757642 -1.028812 -4.542553 0.0 0.0 0.0
C 2.466590 -0.195002 -4.566874 0.0 -0.2 0.2
C -0.510560 6.017768 -0.173562 0.1 -0.1 0.1
H -1.223689 6.288304 -0.954824 0.0 0.0 0.0
H -2.247307 -3.847527 5.136111 0.0 0.0 0.1
C 0.028270 -1.248533 -0.658255 0.6 -1.0 -0.4
H 3.663283 1.514652 -2.050514 0.0 0.0 0.0
N -1.386694 -1.284416 1.190165 -0.7 -0.8 0.6
O -3.717880 -2.469072 6.963321 0.0 0.1 -0.2
H 6.416192 -0.395590 -5.075720 0.0 0.0 0.1
H -5.400470 -1.320752 7.325993 0.0 0.0 0.0
H 2.123047 -1.773704 -1.002317 -0.1 -0.1 -0.4
C 1.505373 -1.255241 -0.280682 -0.1 0.1 1.1
H -2.059282 -1.453852 5.279763 -0.1 0.0 0.0
O 4.594639 0.449307 -5.574238 -0.1 0.0 0.2
H 2.598427 -3.596291 2.017177 0.1 -0.3 0.4
H 2.707523 -3.540257 0.274801 0.1 -0.4 -0.3
C -2.315822 -1.582016 4.226797 0.0 -0.1 0.0
H -5.197659 -3.403415 5.853043 0.0 0.0 -0.1
O -1.393382 4.667350 -2.939843 0.1 0.1 0.1
C 1.857232 -1.789000 1.107069 0.6 -0.4 -0.2
H -1.431798 -1.916101 3.678442 0.1 0.1 0.1
H 6.166999 1.297340 -4.601701 0.0 0.0 -0.1
H -0.765166 -3.329331 1.458446 0.7 0.2 0.1
H 1.138012 -3.822081 1.053433 -0.2 -0.5 -0.1
C -3.290662 -3.649267 4.870217 -0.1 0.0 -0.2
O -0.036852 4.691959 -0.317956 -0.1 0.1 -0.2
H 2.091440 1.927769 -2.762980 0.0 0.0 0.0
C 3.053293 1.438395 -2.949819 -0.1 0.0 0.1
H -2.633761 -0.619740 3.827329 0.0 0.0 0.0
Cl -2.250093 -2.204808 -1.655838 0.2 -0.2 -0.1
H 1.946561 0.672965 -4.984073 0.0 0.0 0.0
H 0.555206 5.382678 -2.704465 0.0 0.0 0.0
C 5.688622 0.322070 -4.681232 0.1 0.0 -0.1
C 2.077719 -3.303992 1.120288 -0.1 0.9 0.0
C -4.142626 -3.525231 6.118088 0.1 0.0 0.2
C -0.738931 -2.559777 -0.634691 -1.0 0.3 -0.4
C -1.052230 3.762752 -0.689386 0.3 0.0 0.1
H -0.119048 3.087699 -2.513221 0.0 0.0 0.0
O 2.855954 0.059820 -3.225569 0.1 0.0 -0.1
H 4.110031 -1.502147 -5.071879 0.0 0.0 0.1
H -2.288302 -3.092251 0.759391 -0.4 -0.2 -0.2
C -1.075055 3.506593 -2.181464 -0.3 0.0 -0.1
H -1.853836 2.767251 -2.389699 0.0 0.0 0.0
H -2.031172 4.109490 -0.342057 0.0 0.1 -0.1
C -1.293012 -2.679651 0.768813 -0.5 -0.1 0.2
C -4.451632 -1.268846 6.781410 0.0 0.0 0.1
H -3.857988 -0.452178 7.189868 0.0 0.0 0.0
H 0.112130 4.847953 -4.346872 0.1 0.0 0.0
```
Forces are in eV/Å.

Values from the calculation:
- energy (eV) = -48725.7080
- SMILES = CCC[C@@H]1C(=O)NC[C@H]1Cl.COCCOC.COCCOC.COCCOC
- LUMO (eV) = 0.63
- highest occupied orbital energy (hartree) = -0.3236


highest occupied orbital energy of number 2 (C19H42ClNO7)?
-0.3236 hartree


Which of these has the lowest highest occupied orbital energy?
C19H42ClNO7


The highest LUMO belongs to which entry?
C19H42ClNO7


energy of number 1 (C56H88N8O11)?
-93928.1878 eV